1.
{"formula": "C8H11N", "method": "the ωB97M-V functional and the def2-TZVPD basis", "symbols": ["C", "C", "C", "C", "C", "C", "N", "C", "C", "H", "H", "H", "H", "H", "H", "H", "H", "H", "H", "H"], "positions_angstrom": [[-2.3014, -1.4121, -0.0347], [1.0412, 0.9969, -1.4735], [1.5040, 1.2020, 1.0310], [-1.2586, -0.5131, 0.5502], [0.5992, 0.7347, -0.0657], [-0.8813, 0.8601, 0.2124], [-1.3122, 0.4146, 1.5340], [0.3879, -1.1083, 0.2931], [1.0982, -2.0939, 0.2649], [-1.4816, 1.5019, -0.4267], [-3.1986, -0.8307, -0.2486], [-1.9522, -1.8741, -0.9592], [-2.5411, -2.2029, 0.6788], [2.0495, 0.6190, -1.6392], [0.3584, 0.5452, -2.1936], [1.1116, 0.8690, 1.9938], [2.5297, 0.8688, 0.8803], [1.0504, 2.0780, -1.6482], [1.4793, 2.2984, 1.0372], [1.7174, -2.9537, 0.2138]], "e_lumo_ev": [-0.68, -0.68], "orbital_gap_ev": [7.3, 7.3], "energy_ha": -365.948369, "de_lowest_ev": 5.162, "homo_ha": [-0.29243, -0.29212]}

---

2.
{"formula": "C4H10S", "method": "the ωB97M-V functional and the def2-TZVPD basis", "symbols": ["C", "C", "C", "C", "H", "H", "H", "H", "H", "H", "H", "H", "H", "H", "S"], "positions_angstrom": [[-0.6764, 0.1883, 2.1752], [0.4784, -0.2658, -0.4079], [-0.9586, -0.3618, -0.7821], [1.3823, 0.3308, -1.4273], [-0.4964, -0.8146, 2.3813], [-0.3462, 0.7713, 3.0656], [-1.6957, 0.5428, 2.0131], [0.8087, -1.3616, -0.2755], [-1.4555, -0.8970, 0.1554], [-0.9327, -1.0752, -1.5837], [-1.4460, 0.5099, -1.0904], [2.4317, 0.5061, -1.1011], [1.3688, -0.1785, -2.4347], [0.9065, 1.2056, -1.7011], [0.6310, 0.8996, 1.0131]], "smiles": "CSC(C)C", "e_lumo_ev": 1.04, "orbital_gap_ev": 9.6, "energy_ha": -556.547681, "de_lowest_ev": 0.934, "homo_ha": -0.31599}

---

3.
{"formula": "C20H14Br9FO5", "method": "the ωB97M-V functional and the def2-TZVPD basis", "symbols": ["C", "C", "O", "C", "O", "O", "F", "H", "H", "H", "C", "C", "C", "C", "C", "C", "C", "O", "C", "C", "C", "C", "C", "C", "C", "O", "H", "H", "H", "H", "H", "H", "H", "H", "C", "Br", "Br", "Br", "H", "C", "Br", "Br", "Br", "H", "C", "Br", "Br", "Br", "H"], "positions_angstrom": [[-0.6621, -0.2541, 3.3753], [-1.1624, 0.8665, 2.3363], [-2.2487, 0.2068, 1.8141], [-2.5311, -0.9845, 2.2912], [-3.5511, -1.6550, 2.1085], [-1.4156, -1.4057, 2.9638], [-0.1745, 0.9420, 1.4345], [-1.0126, 0.0453, 4.3630], [0.4261, -0.3173, 3.3697], [-1.2965, 1.8409, 2.8059], [5.4366, -0.8382, -3.9810], [5.1330, -1.4685, -5.2056], [3.8272, -1.9282, -5.5181], [2.8160, -1.8060, -4.6263], [2.9962, -1.1067, -3.4643], [4.3403, -0.6904, -3.1643], [1.8344, -0.8310, -2.5483], [2.0349, -0.2313, -1.5302], [0.4488, -1.2533, -2.9805], [-0.6196, -0.8416, -2.1488], [-1.9302, -0.9223, -2.6191], [-2.1623, -1.4744, -3.8537], [-1.1212, -2.0191, -4.6057], [0.2613, -1.9369, -4.1931], [1.4173, -2.3514, -4.9778], [1.2125, -2.9241, -6.0122], [6.4398, -0.5038, -3.7613], [5.9483, -1.3539, -5.9047], [3.5616, -2.4750, -6.4108], [4.4767, -0.1378, -2.2464], [-0.4919, -0.4030, -1.1701], [-2.7451, -0.6411, -1.9685], [-3.1755, -1.4722, -4.2277], [-1.3554, -2.5649, -5.5077], [-1.1317, 0.2078, 8.5613], [0.3645, -0.9300, 9.1547], [-0.8475, 1.0327, 6.8429], [-1.3464, 1.6645, 9.8492], [-2.1310, -0.2099, 8.4384], [-4.6614, 2.8520, 5.2994], [-3.9319, 2.6124, 7.1357], [-6.5383, 2.3639, 5.0393], [-3.6288, 2.0499, 3.8542], [-4.7036, 3.9120, 5.0492], [0.6977, 3.3358, -0.6505], [2.1594, 4.3737, 0.2703], [0.9720, 3.4641, -2.6123], [-1.1441, 3.8816, 0.0245], [0.9163, 2.2798, -0.4922]], "e_lumo_ev": [0.60, 0.60], "orbital_gap_ev": [2.3, 5.9], "energy_ha": -24412.692044, "multiplicity": 2, "de_lowest_ev": 1.238, "homo_ha": [-0.06180, -0.19638], "charge": -1}

---

4.
{"formula": "C56H51HfNOP4S4", "method": "the ωB97M-V functional and the def2-TZVPD basis", "symbols": ["Hf", "S", "P", "C", "P", "S", "C", "C", "C", "C", "C", "C", "C", "C", "C", "C", "C", "C", "C", "C", "C", "C", "C", "C", "C", "C", "C", "C", "C", "C", "H", "H", "H", "H", "H", "H", "H", "H", "H", "H", "H", "H", "H", "H", "H", "H", "H", "H", "H", "H", "S", "P", "C", "P", "S", "C", "C", "C", "C", "C", "C", "C", "C", "C", "C", "C", "C", "C", "C", "C", "C", "C", "C", "C", "C", "C", "C", "C", "C", "H", "H", "H", "H", "H", "H", "H", "H", "H", "H", "H", "H", "H", "H", "H", "H", "H", "H", "H", "H", "O", "C", "C", "C", "C", "C", "C", "N", "H", "H", "H", "H", "H", "H", "H", "H", "H", "H", "H"], "positions_angstrom": [[-0.5936, 0.4900, -0.6012], [-2.0287, 2.5275, 0.5768], [-1.6548, 1.3002, 2.1490], [-0.6293, 0.0707, 1.6355], [-0.9190, -1.5882, 1.6003], [-1.5866, -2.0074, -0.2666], [-1.9918, -2.3042, 2.8798], [-1.5329, -2.2699, 4.1981], [-2.2875, -2.8408, 5.2103], [-3.5015, -3.4498, 4.9109], [-3.9599, -3.4799, 3.6029], [-3.2063, -2.9073, 2.5835], [0.6162, -2.5136, 1.8939], [0.5929, -3.9067, 1.8327], [1.7464, -4.6317, 2.0869], [2.9252, -3.9695, 2.4094], [2.9500, -2.5829, 2.4669], [1.7976, -1.8514, 2.2014], [-3.2860, 0.7352, 2.7468], [-3.5658, 0.5505, 4.0961], [-4.8076, 0.0680, 4.4902], [-5.7751, -0.2295, 3.5413], [-5.4949, -0.0596, 2.1910], [-4.2541, 0.4164, 1.7947], [-0.9847, 2.2848, 3.5138], [0.2312, 1.9111, 4.0738], [0.7713, 2.6511, 5.1199], [0.0933, 3.7614, 5.6026], [-1.1211, 4.1383, 5.0393], [-1.6599, 3.4054, 3.9932], [-0.5771, -1.8071, 4.4238], [-1.9274, -2.8175, 6.2317], [-4.0890, -3.8996, 5.7018], [-4.9077, -3.9511, 3.3703], [-3.5528, -2.9303, 1.5564], [-0.3299, -4.4168, 1.5781], [1.7263, -5.7141, 2.0406], [3.8232, -4.5373, 2.6195], [3.8663, -2.0646, 2.7185], [1.8033, -0.7676, 2.2208], [-2.8182, 0.7900, 4.8430], [-5.0178, -0.0756, 5.5433], [-6.7437, -0.6018, 3.8522], [-6.2447, -0.3008, 1.4461], [-4.0240, 0.5514, 0.7448], [0.7452, 1.0462, 3.6700], [1.7214, 2.3629, 5.5521], [0.5129, 4.3410, 6.4155], [-1.6439, 5.0094, 5.4150], [-2.5986, 3.7033, 3.5402], [1.0162, 2.5165, -0.0440], [2.3917, 1.2520, -0.8215], [1.5299, -0.1728, -1.1194], [1.2832, -0.7877, -2.6756], [-0.4037, 0.0951, -3.3477], [2.6500, -0.6517, -3.8715], [3.8265, -1.3546, -3.6107], [4.8815, -1.3000, -4.5068], [4.7662, -0.5448, -5.6687], [3.5981, 0.1550, -5.9286], [2.5364, 0.1004, -5.0318], [1.0534, -2.5871, -2.6268], [1.4766, -3.3082, -1.5163], [1.3605, -4.6930, -1.5064], [0.8147, -5.3513, -2.5985], [0.3809, -4.6285, -3.7044], [0.5005, -3.2477, -3.7210], [3.8000, 1.0501, 0.3019], [4.3157, 2.1383, 1.0030], [5.4537, 1.9807, 1.7801], [6.0841, 0.7437, 1.8510], [5.5697, -0.3418, 1.1565], [4.4193, -0.1919, 0.3889], [3.1678, 2.0729, -2.2581], [4.4945, 1.8410, -2.6135], [5.0289, 2.4425, -3.7441], [4.2481, 3.2871, -4.5204], [2.9252, 3.5222, -4.1730], [2.3832, 2.9129, -3.0489], [3.9087, -1.9521, -2.7088], [5.7933, -1.8474, -4.3031], [5.5899, -0.5032, -6.3712], [3.5091, 0.7494, -6.8300], [1.6212, 0.6476, -5.2226], [1.8649, -2.7733, -0.6556], [1.6842, -5.2512, -0.6361], [0.7173, -6.4299, -2.5865], [-0.0532, -5.1442, -4.5521], [0.1552, -2.6768, -4.5753], [3.8193, 3.1001, 0.9398], [5.8532, 2.8243, 2.3299], [6.9767, 0.6272, 2.4536], [6.0585, -1.3070, 1.2160], [3.9850, -1.0315, -0.1436], [5.1128, 1.1892, -2.0093], [6.0599, 2.2515, -4.0162], [4.6713, 3.7609, -5.3981], [2.3112, 4.1793, -4.7773], [1.3546, 3.0954, -2.7700], [-2.6967, 0.5665, -1.5708], [-3.5138, 0.8812, -2.4261], [-4.9431, 0.4291, -2.3442], [-5.7932, 1.7170, -2.1641], [-5.0806, 2.8830, -1.4411], [-4.1940, 3.7956, -2.3202], [-2.9085, 3.1468, -2.8516], [-3.2400, 1.8130, -3.3865], [-5.0330, -0.2416, -1.4919], [-5.2402, -0.1168, -3.2422], [-6.6901, 1.4493, -1.6048], [-6.1414, 2.0713, -3.1394], [-4.4945, 2.5067, -0.5967], [-5.8535, 3.5207, -1.0093], [-3.9193, 4.6850, -1.7477], [-4.7930, 4.1441, -3.1702], [-2.1720, 3.0246, -2.0606], [-2.4521, 3.7461, -3.6369], [-3.9934, 1.8822, -4.0601]], "e_lumo_ev": 0.50, "orbital_gap_ev": 7.5, "energy_ha": -5300.996131, "de_lowest_ev": 0.224, "homo_ha": -0.25925}